[1]
C32H44N4O12 | the ωB97M-V functional and the def2-TZVPD basis

Values from the calculation:
- SMILES: C[C@H]1COC(=O)O1.C[C@H]1COC(=O)O1.C[C@H]1COC(=O)O1.C[C@H]1COC(=O)O1.c1cc[nH]c1.c1cc[nH]c1.c1cc[nH]c1.c1cc[nH]c1
- HOMO level: -7.641 eV
- Energy relative to the best compared isomer or geometry (same formula, charge and spin): 0.0000 eV

```
! wB97M-V def2-TZVPD RIJCOSX def2/J DEFGRID3
* xyz 0 1
C -2.3670 -8.9153 -0.1221
C -2.2061 -7.5263 0.4114
C -0.7843 -7.0768 0.7450
O -0.6430 -5.7950 0.1301
C -1.7324 -5.5495 -0.6465
O -1.8617 -4.5436 -1.2668
O -2.5638 -6.5921 -0.6583
H -2.2049 -9.6866 0.6378
H -1.6332 -9.1569 -0.8939
H -3.3680 -9.0923 -0.5116
H -2.9026 -7.3056 1.2198
H -0.0327 -7.7657 0.3624
H -0.6879 -6.9711 1.8246
C 0.8654 -2.6566 -0.1166
C 0.3368 -1.3763 -0.7346
C -1.1095 -1.0556 -0.2704
O -1.0384 0.2970 0.1990
C 0.2297 0.7444 0.1222
O 0.5727 1.8780 0.2064
O 1.0665 -0.2520 -0.2420
H 0.0536 -3.3828 -0.1162
H 1.1192 -2.3937 0.9104
H 1.6963 -3.0854 -0.6690
H 0.3279 -1.4067 -1.8256
H -1.4096 -1.7272 0.5306
H -1.8157 -1.0617 -1.0961
C -0.0231 1.4970 -3.6149
C 0.8897 2.6972 -3.4575
C 1.8153 3.0038 -4.6439
O 1.2776 4.1873 -5.2359
C 0.4020 4.7570 -4.3758
O -0.0413 5.8532 -4.4859
O 0.0562 3.8849 -3.4103
H 0.5990 0.5986 -3.5786
H -0.5194 1.5724 -4.5798
H -0.6909 1.4279 -2.7575
H 1.4732 2.6876 -2.5391
H 1.8956 2.2263 -5.4025
H 2.8295 3.2072 -4.2948
C -3.1093 -2.5823 2.8747
C -3.7098 -1.9530 4.1149
C -5.0902 -1.2937 3.9495
O -5.9963 -2.1905 4.5808
C -5.3260 -3.1773 5.2130
O -5.8382 -4.0415 5.8489
O -3.9990 -3.0518 5.0113
H -2.9687 -1.9001 2.0404
H -3.6613 -3.4779 2.5997
H -2.0982 -2.9029 3.1528
H -3.0389 -1.2889 4.6533
H -5.3636 -1.1184 2.9127
H -5.1192 -0.3268 4.4542
N 0.7026 6.0481 -1.0145
C 1.5227 5.1984 -0.3310
C 2.7634 5.7617 -0.2492
C 2.6911 7.0208 -0.9186
C 1.4300 7.1398 -1.4285
H -0.2361 5.8383 -1.3021
H 1.1591 4.2926 0.1268
H 3.6191 5.3759 0.2770
H 3.4945 7.7117 -1.1177
H 0.9506 7.9727 -1.9146
N -5.3463 2.3787 2.7842
C -5.1083 1.4376 1.8142
C -3.7661 1.1454 1.8462
C -3.1956 1.8933 2.9074
C -4.1959 2.6582 3.4552
H -6.2317 2.8110 2.9766
H -5.9683 1.0157 1.3214
H -3.3044 0.3927 1.2325
H -2.1463 1.9987 3.1318
H -4.0792 3.3723 4.2518
N 5.6938 0.6143 2.5276
C 6.0334 1.9240 2.3384
C 5.0274 2.5397 1.6465
C 4.0226 1.5505 1.4109
C 4.4634 0.3849 1.9689
H 6.3226 -0.1075 2.8281
H 6.9869 2.3329 2.6276
H 4.9095 3.5902 1.4425
H 3.0902 1.6980 0.8891
H 3.9652 -0.5697 1.9453
N 4.4365 0.4229 -4.5270
C 5.1602 1.3505 -3.8405
C 4.5888 1.5098 -2.6093
C 3.5264 0.5766 -2.5334
C 3.4218 -0.0503 -3.7369
H 4.5521 0.2131 -5.5021
H 5.9711 1.8910 -4.2990
H 4.9579 2.1525 -1.8277
H 2.8908 0.4155 -1.6758
H 2.6728 -0.7422 -4.0813
*
```

[2]
C32H44N8 | the ωB97M-V functional and the def2-TZVPD basis

Values from the calculation:
- SMILES: c1cc[nH]c1.c1cc[nH]c1.c1cc[nH]c1.c1cc[nH]c1.c1cc[nH]c1.c1cc[nH]c1.CCCC#N.CCCC#N
- HOMO level: -7.942 eV
- Energy relative to the best compared isomer or geometry (same formula, charge and spin): 0.0000 eV

```
! wB97M-V def2-TZVPD RIJCOSX def2/J DEFGRID3
* xyz 0 1
C -5.5318 0.3406 2.6729
C -6.3562 -0.5068 1.7128
C -5.5532 -1.0542 0.5262
C -4.4335 -1.8665 0.9535
N -3.5636 -2.5353 1.2917
H -5.2194 1.3022 2.2630
H -4.6522 -0.2062 3.0161
H -6.1252 0.5653 3.5621
H -7.2719 -0.0144 1.3930
H -6.6699 -1.3665 2.3177
H -5.2710 -0.2174 -0.1184
H -6.1904 -1.6670 -0.1177
C -1.1053 -1.1702 -0.5469
C 0.0654 -1.6584 -1.3986
C 0.8579 -0.5444 -2.0820
C 1.3608 0.4693 -1.1461
N 1.7536 1.2275 -0.3779
H -0.7898 -0.7056 0.3915
H -1.7375 -2.0142 -0.2795
H -1.7383 -0.4642 -1.0879
H -0.3779 -2.2784 -2.1796
H 0.7675 -2.2522 -0.8157
H 0.2970 -0.0406 -2.8693
H 1.7739 -0.9608 -2.5148
N 3.9464 -0.6892 1.1258
C 4.8336 -1.5949 0.6190
C 4.2034 -2.8059 0.5192
C 2.8772 -2.6137 1.0194
C 2.7756 -1.3213 1.4375
H 4.1354 0.2840 1.3157
H 5.8317 -1.2353 0.4262
H 4.6274 -3.6615 0.0209
H 2.1193 -3.3804 1.0481
H 1.9466 -0.7974 1.8817
N -4.5099 0.0114 -3.2466
C -3.9476 -1.1505 -2.7805
C -3.7809 -1.9651 -3.8588
C -4.2793 -1.2955 -5.0069
C -4.6994 -0.0549 -4.6046
H -4.7127 0.8418 -2.7165
H -3.7410 -1.2492 -1.7307
H -3.3634 -2.9587 -3.8536
H -4.3003 -1.6910 -6.0081
H -5.0966 0.8330 -5.0657
N 5.4056 -0.0685 -3.8129
C 4.7935 -0.5871 -2.7025
C 4.2373 -1.7801 -3.0729
C 4.4562 -1.9477 -4.4671
C 5.1862 -0.8704 -4.8954
H 5.8603 0.8268 -3.7897
H 4.8858 -0.1557 -1.7214
H 3.7090 -2.4596 -2.4231
H 4.1415 -2.8124 -5.0267
H 5.4819 -0.5503 -5.8795
N 4.7723 2.6826 2.8752
C 6.1287 2.7095 2.9948
C 6.6540 2.5159 1.7418
C 5.5658 2.3698 0.8481
C 4.4094 2.4686 1.5734
H 4.1305 2.7303 3.6465
H 6.5815 2.7838 3.9683
H 7.7044 2.4042 1.5308
H 5.6786 2.1203 -0.1951
H 3.3669 2.4158 1.3026
N -1.5377 2.2141 -0.2852
C -2.4448 2.0883 0.7310
C -3.4983 2.9192 0.4539
C -3.2030 3.5925 -0.7658
C -1.9679 3.1610 -1.1740
H -0.6903 1.6793 -0.3694
H -2.2653 1.4061 1.5449
H -4.3658 3.0624 1.0766
H -3.7900 4.3927 -1.1852
H -1.3006 3.5255 -1.9366
N -0.8240 0.8970 5.2647
C 0.1908 -0.0144 5.1695
C -0.0364 -0.7713 4.0505
C -1.2018 -0.2583 3.4193
C -1.6890 0.7459 4.2125
H -0.9379 1.6059 5.9658
H 0.9758 -0.0671 5.9034
H 0.5157 -1.6208 3.6847
H -1.7039 -0.6494 2.5478
H -2.5289 1.4082 4.0890
*
```

[3]
C32H44N8 | the ωB97M-V functional and the def2-TZVPD basis

Values from the calculation:
- SMILES: c1cc[nH]c1.c1cc[nH]c1.c1cc[nH]c1.c1cc[nH]c1.c1cc[nH]c1.c1cc[nH]c1.CCCC#N.CCCC#N
- HOMO level: -7.524 eV
- Energy relative to the best compared isomer or geometry (same formula, charge and spin): 0.7283 eV

```
! wB97M-V def2-TZVPD RIJCOSX def2/J DEFGRID3
* xyz 0 1
C 1.9830 3.1403 -2.0859
C 0.7810 2.2171 -2.2603
C -0.3467 2.7943 -3.1360
C 0.0543 3.2531 -4.4574
N 0.3486 3.5951 -5.5097
H 2.1293 3.7497 -2.9797
H 2.8992 2.5819 -1.8955
H 1.8270 3.8105 -1.2397
H 0.3816 1.9642 -1.2818
H 1.0609 1.2794 -2.7459
H -0.9162 3.6179 -2.6955
H -1.0709 1.9862 -3.2736
C -3.6783 -2.1964 3.2280
C -3.4888 -2.4786 1.7362
C -4.6381 -1.8717 0.9020
C -4.6970 -0.4091 1.0720
N -4.6231 0.7336 1.1610
H -4.3451 -2.9326 3.6942
H -4.1520 -1.2572 3.5186
H -2.7651 -2.3091 3.8125
H -3.5581 -3.5469 1.5430
H -2.5396 -2.0629 1.4055
H -5.6025 -2.3014 1.1732
H -4.5563 -1.9393 -0.1868
N 4.4852 -4.8688 -0.9521
C 3.1823 -4.7524 -1.3556
C 2.4044 -4.2027 -0.3858
C 3.3014 -3.9679 0.7018
C 4.5411 -4.4088 0.3450
H 5.2372 -5.1488 -1.5476
H 2.9974 -5.0453 -2.3821
H 1.3643 -3.9327 -0.4218
H 3.0919 -3.5622 1.6798
H 5.4383 -4.3296 0.9387
N -0.1403 2.2097 4.7869
C -1.2609 2.4277 5.5658
C -2.2896 1.7847 4.9324
C -1.7839 1.1832 3.7670
C -0.4267 1.4019 3.7265
H 0.7926 2.4558 5.0665
H -1.1893 2.9434 6.5056
H -3.3263 1.7582 5.2314
H -2.3635 0.5843 3.0800
H 0.2503 0.9321 3.0376
N 4.3245 -0.7843 1.2508
C 4.6013 0.4651 0.7383
C 4.2440 1.3805 1.6599
C 3.7773 0.6967 2.8206
C 3.8925 -0.6422 2.5395
H 4.3470 -1.6467 0.7333
H 5.0407 0.5981 -0.2364
H 4.3372 2.4554 1.6293
H 3.5138 1.1594 3.7560
H 3.7962 -1.4536 3.2434
N -0.0474 -1.4851 -1.5961
C -1.2290 -0.7972 -1.5964
C -1.2785 -0.0536 -0.4455
C -0.0548 -0.2281 0.2068
C 0.7341 -1.0843 -0.5171
H 0.2917 -2.1293 -2.2891
H -1.9218 -1.0589 -2.3816
H -2.0608 0.6007 -0.0930
H 0.2419 0.2947 1.1004
H 1.7912 -1.2841 -0.4973
N -3.2633 3.4994 1.4290
C -3.8084 4.2299 0.4237
C -3.2109 5.4885 0.4616
C -2.2915 5.4539 1.5411
C -2.2816 4.1943 2.0739
H -3.4327 2.5263 1.6332
H -4.5891 3.8122 -0.1882
H -3.4050 6.2775 -0.2441
H -1.6412 6.2617 1.8437
H -1.7949 3.7217 2.9092
N 1.7508 -2.8241 -5.1451
C 0.8432 -3.5767 -5.8530
C -0.3406 -2.8710 -5.8944
C -0.2156 -1.7243 -5.1102
C 1.1324 -1.6555 -4.8077
H 2.7024 -3.0622 -4.9531
H 1.1653 -4.5192 -6.2672
H -1.2135 -3.2621 -6.3966
H -0.9707 -0.9741 -4.9510
H 1.7311 -0.8796 -4.3482
*
```

Question: What is the HOMO level in the second record?
Answer: -7.942 eV

Question: What is the formula in the first record?
Answer: C32H44N4O12